[1]
The following is a DFT calculation (ωB97M-V with the def2-TZVPD basis set) of C4H6S in the gas phase in a non-equilibrium geometry.

Positions of all 11 atoms, in Å:
S  -2.66871  -0.86944  -0.03855
C  0.23307  -0.78419  -0.63754
C  -1.01739  -0.42650  0.08305
C  0.79979  0.57106  -0.25767
C  -0.27242  0.70125  0.79799
H  1.80052  0.48309  0.32221
H  0.78738  -1.72903  -0.11305
H  -0.89900  1.56070  0.96831
H  0.98796  1.36855  -1.11869
H  0.19478  -1.00549  -1.78800
H  0.05401  0.13000  1.78195

Summary:
HOMO: -8.553 eV
lowest unoccupied orbital energy: -0.3 eV
energy above the lowest of the compared OMol25 structures with the same formula, charge and spin: 1.7733 eV
orbital gap: 8.2 eV
SMILES: S=C1CCC1

---

[2]
The following is a DFT calculation (ωB97M-V with the def2-TZVPD basis set) of 2 unconnected molecules or ions with the total composition C5H11N2.

Positions of all 18 atoms, in Å:
N  2.34194  1.18098  -1.76121
N  -1.19818  -0.78066  2.29540
C  1.38069  0.25901  -1.09980
C  -1.61875  0.04567  0.05736
C  -1.16311  0.20626  1.29275
C  -2.25514  -0.91711  2.97348
C  1.26130  -0.96550  -1.55664
H  0.60590  -1.68591  -1.08779
H  1.81629  -1.34638  -2.40780
H  -2.32384  -1.66451  3.75599
H  -1.42916  0.75561  -0.73313
H  0.82168  0.67993  -0.28132
H  1.82828  1.96702  -2.16843
H  2.98097  1.56931  -1.06433
H  -3.11568  -0.26019  2.82163
H  2.88169  0.71822  -2.49224
H  -2.09692  -0.89113  -0.20384
H  -0.71797  1.12938  1.65993

Summary:
HOMO: -12.122 eV
lowest unoccupied orbital energy: -3.8 eV
energy above the lowest of the compared OMol25 structures with the same formula, charge and spin: 2.7876 eV
orbital gap: 8.3 eV
charge: +1

---

[3]
The following is a DFT calculation (ωB97M-V with the def2-TZVPD basis set) of 8 unconnected molecules or ions with the total composition C6H31N2O7 in a non-equilibrium geometry.

Positions of all 46 atoms, in Å:
O  2.94218  -0.28510  2.62265
O  4.27911  1.86364  1.49791
O  0.01712  -2.01998  2.54513
O  -1.98701  -0.25886  3.08850
O  -0.63296  2.93742  -3.20240
O  -3.34541  0.64932  -2.92136
O  -3.06319  -1.84899  -1.58092
N  1.25303  -0.18352  -0.36637
N  -1.95558  -0.37825  0.41366
C  2.00683  0.50475  -1.49116
C  -1.66296  2.01487  0.79781
C  0.30331  0.64308  0.43733
C  2.00848  -2.42775  -0.75056
C  0.75934  -1.49540  -0.76748
C  -1.13401  0.84371  -0.01717
H  -2.88169  1.28595  -3.48148
H  1.71406  0.05626  -2.43394
H  3.05619  0.35832  -1.23850
H  0.05898  -2.94870  2.83727
H  0.48801  0.14924  1.40437
H  -2.08614  -1.21504  -0.20445
H  -2.21538  -0.15178  4.00035
H  0.21370  -1.56414  -1.71149
H  0.96695  -1.82043  2.63336
H  2.39159  -2.64112  -1.75248
H  -1.42423  -0.93475  1.08753
H  -3.31463  -1.55909  -2.47420
H  1.76913  -3.36843  -0.26084
H  -1.14600  0.97138  -1.09714
H  -2.80006  -0.03727  0.86689
H  -4.18134  1.04152  -2.67972
H  -3.56518  -2.66373  -1.46845
H  0.76270  1.63279  0.49956
H  -1.18013  2.15338  1.76057
H  4.87290  1.23683  1.05751
H  1.63256  1.52401  -1.42434
H  -0.83553  2.88142  -4.14422
H  -1.57257  2.94203  0.22284
H  0.10346  -1.84226  0.02702
H  -1.26213  -0.91103  3.06393
H  -0.06915  2.21808  -2.94387
H  4.11596  2.56498  0.86738
H  3.13842  0.66127  2.50140
H  3.29700  -0.48657  3.49937
H  -2.74432  1.96607  0.94053
H  2.90859  -2.05814  -0.26033

Summary:
HOMO (spin up / spin down): -17.231 / -17.229 eV
lowest unoccupied orbital energy (spin up / spin down): -5.4 / -10.0 eV
multiplicity: 2
energy above the lowest of the compared OMol25 structures with the same formula, charge and spin: 0.0000 eV
orbital gap (spin up / spin down): 11.8 / 7.2 eV
charge: +2

---

[4]
The following is a DFT calculation (ωB97M-V with the def2-TZVPD basis set) of 2 unconnected molecules or ions with the total composition C4H12 in a non-equilibrium geometry.

Positions of all 16 atoms, in Å:
C  -0.89878  -2.58953  0.70050
C  0.12661  2.38463  0.32470
C  -0.07603  -1.60528  -0.12422
C  0.87383  1.77879  -0.87079
H  0.14037  -1.98223  -1.12623
H  -0.81340  2.85332  0.03726
H  0.73609  3.14645  0.81725
H  1.62873  2.45761  -1.27053
H  -0.27496  -3.31356  1.21849
H  0.15115  1.47836  -1.62621
H  -1.56115  -2.11337  1.41712
H  -0.02769  1.64027  1.10467
H  1.41455  0.87846  -0.58473
H  -0.68266  -0.71804  -0.36113
H  0.79165  -1.14824  0.34261
H  -1.52831  -3.14762  0.00125

Summary:
HOMO: -11.688 eV
lowest unoccupied orbital energy: 1.2 eV
energy above the lowest of the compared OMol25 structures with the same formula, charge and spin: 0.2349 eV
orbital gap: 12.8 eV
SMILES: CC.CC

---

[5]
The following is a DFT calculation (ωB97M-V with the def2-TZVPD basis set) of a molecular structure, C6H6Cl2N2O3RhSYb in a non-equilibrium geometry.

Positions of all 22 atoms, in Å:
Yb  -1.14265  -0.31465  -4.12639
Rh  -0.17910  -0.44253  -1.18162
Cl  -0.88107  -2.30864  -2.56708
Cl  -1.01610  1.70736  -2.70174
S  -1.46879  -0.99853  0.54375
O  0.41926  -3.19754  -5.86771
O  1.39451  1.90113  -0.22525
O  0.67516  1.44140  -6.82773
N  -1.22403  0.34760  2.90332
N  0.65430  -0.47362  2.15357
C  1.04963  0.17242  3.39493
C  0.20207  0.80656  -6.00124
C  0.02451  -2.24487  -5.37262
C  -0.65478  -0.35346  1.90990
C  0.77141  0.95424  -0.51887
C  -0.25594  0.76652  3.90574
H  1.80184  0.94495  3.19162
H  1.28941  -1.00142  1.56852
H  -2.19480  0.63620  2.87943
H  1.47004  -0.56752  4.08789
H  -0.20956  1.86207  3.96339
H  -0.52532  0.36233  4.88819

Summary:
HOMO (spin up / spin down): -22.747 / -24.838 eV
lowest unoccupied orbital energy (spin up / spin down): -14.5 / -18.4 eV
multiplicity: 6
energy above the lowest of the compared OMol25 structures with the same formula, charge and spin: 0.0000 eV
orbital gap (spin up / spin down): 8.3 / 6.4 eV
charge: +4

---

[6]
The following is a DFT calculation (ωB97M-V with the def2-TZVPD basis set) of a molecular structure, C3H2N2O2 in a non-equilibrium geometry.

Positions of all 9 atoms, in Å:
O  0.69999  -2.06037  -1.30544
O  0.72362  0.45654  -0.77757
N  -0.68373  0.33285  0.91956
N  0.29622  1.72668  -0.57181
C  -0.52900  1.60743  0.43094
C  0.10892  -0.31264  0.10554
C  0.31976  -1.74395  -0.20228
H  -1.04976  2.45804  0.82630
H  0.11399  -2.46458  0.57477

Summary:
HOMO: -11.110 eV
lowest unoccupied orbital energy: -0.7 eV
energy above the lowest of the compared OMol25 structures with the same formula, charge and spin: 1.7263 eV
orbital gap: 10.4 eV

---

[7]
The following is a DFT calculation (ωB97M-V with the def2-TZVPD basis set) of C4H4O3 in the gas phase.

Positions of all 11 atoms, in Å:
O  -0.92145  -1.95438  0.09358
O  2.70661  1.41674  0.30572
O  0.16410  -0.12654  1.17661
C  0.89915  -0.09257  0.13969
C  -1.68399  0.28569  -0.48903
C  2.34234  0.26400  0.29247
C  -0.77882  -0.77214  0.06793
H  -1.89383  0.04015  -1.53241
H  -1.25443  1.28438  -0.42205
H  3.04433  -0.59449  0.29598
H  -2.62402  0.24916  0.07153

Summary:
HOMO: -9.342 eV
lowest unoccupied orbital energy: -0.2 eV
energy above the lowest of the compared OMol25 structures with the same formula, charge and spin: 3.8869 eV
orbital gap: 9.1 eV

---

[8]
The following is a DFT calculation (ωB97M-V with the def2-TZVPD basis set) of a molecular structure, As4CsF24 in a non-equilibrium geometry.

Positions of all 29 atoms, in Å:
Cs  0.62730  0.46976  -0.27816
As  -5.65515  -0.45354  -2.55288
As  2.34816  0.24948  6.18744
As  2.36262  -6.33636  -1.70085
As  0.81802  6.49858  -1.94513
F  -5.90372  -2.23467  -2.38298
F  3.88302  0.14404  7.11125
F  2.44121  5.93642  -1.49916
F  0.89715  0.39042  5.17638
F  -5.25168  1.35943  -2.54825
F  1.27390  -6.07920  -0.28930
F  0.82068  7.95126  -0.82258
F  1.75322  1.42664  7.33366
F  2.90888  -0.94910  4.98543
F  -5.12691  -0.47898  -0.84605
F  1.60796  -1.04847  7.19406
F  0.65908  4.92612  -2.85338
F  3.02971  1.64345  5.23925
F  -3.92652  -0.75880  -2.96115
F  0.16286  5.61180  -0.53939
F  3.54144  -6.58085  -3.06711
F  0.89598  -6.30631  -2.78345
F  -5.94484  -0.43990  -4.30208
F  -0.86867  6.95992  -2.45501
F  2.55165  -4.59516  -1.87181
F  3.77370  -6.39765  -0.57623
F  1.55864  7.38992  -3.28618
F  -7.37272  -0.20956  -2.12460
F  2.13489  -8.08880  -1.54162

Summary:
HOMO: -6.530 eV
lowest unoccupied orbital energy: 4.2 eV
energy above the lowest of the compared OMol25 structures with the same formula, charge and spin: 1.4843 eV
orbital gap: 10.7 eV
charge: -3